Computed, not measured: C31H21CoF10N4OPS3 as an isolated structure, with the ωB97M-V functional and the def2-TZVPD basis.

As for the expectation value of S²: 0.760. Its spin multiplicity is 2. As for the charge: -2. Its energy is -147094.9129 eV. For the largest force on an atom, the calculation gives 0.0096 Eh/bohr.

The geometry in XYZ format:
```
72
Properties=species:S:1:pos:R:3:forces:R:3:lowdin_spin:R:1
Co 1.120 -2.211 -0.511 -0.403 0.033 0.281 0.95
C -1.406 -3.495 -1.454 0.032 -0.036 0.001 0.00
N -0.825 -2.183 -1.174 0.168 0.097 -0.038 0.00
C -0.839 -1.329 -2.386 0.092 -0.007 0.013 0.00
C 0.444 -1.616 -3.147 -0.067 0.039 0.050 0.00
N 1.505 -1.313 -2.207 -0.104 -0.114 0.229 0.00
C 2.773 -1.152 -2.692 0.163 0.123 -0.131 0.00
C 3.337 -1.861 -3.762 -0.042 -0.010 0.132 0.00
F 2.635 -2.861 -4.350 0.010 0.000 -0.022 0.00
C 4.620 -1.642 -4.229 0.067 0.032 0.013 0.00
F 5.101 -2.377 -5.250 0.001 0.002 0.002 0.00
C 5.423 -0.700 -3.624 -0.027 -0.027 -0.010 0.00
F 6.678 -0.487 -4.063 -0.013 0.001 0.004 0.00
C 4.913 0.032 -2.562 0.035 -0.006 -0.020 0.00
F 5.671 0.987 -2.011 -0.004 0.004 0.000 0.00
C 3.621 -0.175 -2.124 -0.093 -0.040 -0.086 0.00
F 3.146 0.633 -1.186 0.041 -0.007 0.049 0.00
C -1.487 -1.558 -0.017 0.042 -0.061 0.043 0.01
C -1.170 -2.345 1.246 -0.023 0.004 -0.063 0.00
N 0.222 -2.785 1.203 -0.074 0.283 -0.211 0.00
C 0.829 -3.132 2.361 0.073 -0.092 0.220 0.00
C 0.485 -2.744 3.680 0.019 0.022 -0.058 0.00
F -0.542 -1.895 3.931 0.036 0.021 -0.013 0.00
C 1.183 -3.142 4.808 0.057 -0.071 0.010 0.00
F 0.789 -2.694 6.014 -0.003 0.000 0.007 0.00
C 2.286 -3.962 4.720 -0.045 0.041 -0.014 0.00
F 2.967 -4.340 5.819 -0.005 0.001 -0.007 0.00
C 2.658 -4.392 3.459 0.008 -0.005 0.012 0.00
F 3.686 -5.243 3.331 -0.006 0.002 0.004 0.00
C 1.945 -4.007 2.348 -0.040 0.014 -0.025 0.00
F 2.321 -4.571 1.185 0.011 -0.001 -0.020 0.00
H -2.487 -3.406 -1.620 0.002 0.003 0.001 0.00
H -1.221 -4.167 -0.618 0.003 0.000 -0.006 0.00
H -0.950 -3.915 -2.350 -0.008 0.000 0.012 0.00
H -0.827 -0.287 -2.067 -0.041 0.009 -0.017 0.00
H -1.747 -1.517 -2.972 0.001 -0.010 -0.022 0.00
H 0.504 -0.983 -4.041 -0.010 0.022 0.006 0.00
H 0.431 -2.660 -3.504 0.012 0.002 -0.024 0.00
H -2.571 -1.489 -0.180 -0.006 0.016 0.009 0.00
H -1.096 -0.544 0.071 -0.010 0.013 -0.008 0.00
H -1.846 -3.213 1.329 -0.003 -0.012 0.014 0.00
H -1.410 -1.692 2.082 -0.015 -0.004 -0.018 0.00
O 1.840 -5.000 -1.655 0.018 -0.001 -0.090 0.00
C 1.572 -3.987 -1.234 0.141 -0.144 0.058 0.03
S -0.622 5.208 -1.851 0.003 0.003 -0.032 0.00
P -1.267 3.847 -0.564 -0.113 0.042 0.086 0.00
S -0.558 1.999 -0.544 0.067 0.089 -0.070 0.00
C -1.153 4.553 1.136 0.019 0.006 -0.036 0.00
C -0.590 3.838 2.184 -0.001 -0.011 -0.027 0.00
C -0.534 4.390 3.459 0.004 0.018 0.025 0.00
C -1.048 5.656 3.694 0.006 -0.015 0.021 0.00
C -1.609 6.378 2.646 -0.001 0.012 -0.010 0.00
C -1.654 5.831 1.374 -0.008 0.014 0.013 0.00
C -3.103 3.713 -0.705 0.009 -0.104 -0.067 0.00
C -3.783 4.211 -1.808 0.017 0.047 0.040 0.00
C -5.151 4.006 -1.945 -0.032 0.002 0.000 0.00
C -5.852 3.306 -0.974 -0.016 0.009 -0.018 0.00
C -5.178 2.814 0.139 0.007 -0.006 0.022 0.00
C -3.813 3.011 0.267 -0.027 0.018 0.015 0.00
H -0.191 2.851 1.984 -0.012 -0.001 -0.003 0.00
H -0.085 3.825 4.268 -0.003 0.002 0.004 0.00
H -1.008 6.084 4.690 0.005 0.000 0.000 0.00
H -2.002 7.373 2.822 -0.004 -0.003 0.002 0.00
H -2.063 6.397 0.546 -0.002 -0.001 -0.001 0.00
H -3.219 4.763 -2.551 0.006 -0.011 -0.007 0.00
H -5.669 4.394 -2.814 -0.002 -0.004 0.000 0.00
H -6.918 3.141 -1.082 -0.001 0.009 0.004 0.00
H -5.718 2.265 0.902 -0.001 0.004 0.001 0.00
H -3.283 2.609 1.123 0.006 -0.024 -0.012 0.00
S 5.258 -1.669 1.639 0.233 -0.011 0.128 0.01
C 3.792 -1.683 0.936 -0.297 0.065 -0.109 0.01
N 2.737 -1.686 0.437 0.151 -0.287 -0.238 0.00
```
Positions in Å, forces in eV/Å.